(1)
Entry from OMol25: a structure of composition C4H7I2O3S (ωB97M-V with the def2-TZVPD basis set).

## Properties
HOMO level (spin up / spin down)   -3.41 / -5.09 eV
Relative energy (zero: lowest compared OMol25 entry of this formula, charge and spin)   46.4 kcal per mole
Charge   -1
2S+1   1
Lowest unoccupied orbital energy (spin up / spin down)   0.0632 / 0.0924 Ha
HOMO-LUMO gap (spin up / spin down)   5.1 / 7.6 eV
E_tot   -37439.8793 eV

Last column: Mulliken charge in e.
Element x y z (Å)
1 I 2.800 -1.014 -1.689  -0.017
2 I 2.558 -0.906 1.793  -0.008
3 S -0.132 2.612 0.298  0.872
4 O -1.559 2.310 0.353  -0.515
5 O 0.340 3.275 -0.908  -0.532
6 O 0.495 3.005 1.549  -0.528
7 C -0.685 -0.943 1.108  -1.402
8 C -0.604 -0.562 -1.342  -1.107
9 C 0.160 -1.154 -0.149  0.536
10 C 1.507 -0.477 -0.040  -0.487
11 H 0.024 -0.473 -2.225  0.288
12 H -1.452 -1.197 -1.594  0.401
13 H -0.295 -1.505 1.958  0.440
14 H -1.708 -1.274 0.917  0.368
15 H 0.255 -2.240 -0.304  0.262
16 H -0.983 0.426 -1.089  0.177
17 H -0.721 0.116 1.364  0.253

(2)
Entry from OMol25: a cluster of 11 separate species, C16H40BN4O32S6 in total (ωB97M-V with the def2-TZVPD basis set).

## Properties
HOMO level   -15.83 eV
Charge   +3
2S+1   1
Lowest unoccupied orbital energy   -0.3111 Ha
HOMO-LUMO gap   7.4 eV
E_tot   -154380.1132 eV

Last column: Mulliken charge in e.
Element x y z (Å)
1 S 3.530 -3.463 1.232  1.024
2 S 4.569 0.187 -2.793  1.252
3 S 2.330 3.099 3.449  0.867
4 S -2.691 3.701 2.564  0.821
5 S 1.396 -4.373 -2.672  0.726
6 S -2.859 -1.674 5.347  1.125
7 O -1.617 -0.513 0.298  -0.034
8 O 1.812 -5.632 -2.036  -0.502
9 O 0.780 2.425 3.729  -0.113
10 O 4.834 1.240 -1.834  -0.638
11 O -2.494 -0.772 4.032  -0.140
12 O 3.035 1.720 4.076  -0.345
13 O 3.214 -4.767 0.567  -0.498
14 O -1.077 4.003 2.488  -0.008
15 O -2.588 -2.679 0.195  -0.554
16 O 4.089 0.783 -4.252  -0.385
17 O -1.002 3.910 -0.815  -0.677
18 O -3.211 3.444 1.204  -0.492
19 O -4.499 -1.549 5.030  -0.408
20 O -2.404 -3.045 5.123  -0.561
21 O 1.693 2.448 -0.628  -0.671
22 O 0.378 0.648 -0.832  0.785
23 O 3.609 -2.390 0.009  -0.231
24 O -2.447 -2.294 -2.622  -0.822
25 O 2.159 -2.769 1.858  -0.347
26 O 3.083 -0.540 -2.525  -0.107
27 O -1.735 1.749 -0.602  -0.805
28 O -2.477 -1.077 6.531  -0.493
29 O 2.594 4.246 4.377  -0.544
30 O 5.715 -0.781 -2.951  -0.543
31 O 2.729 -3.329 -2.513  -0.094
32 O 2.667 3.157 2.011  -0.306
33 O -3.061 5.217 3.057  -0.339
34 O -3.038 2.682 3.530  -0.497
35 O -1.674 -0.205 -1.993  -1.003
36 O 0.135 -3.688 -2.356  -0.221
37 O 1.682 -4.477 -4.280  -0.357
38 O 4.642 -3.339 2.139  -0.534
39 N -3.598 -1.292 -5.042  -0.336
40 N -4.118 3.175 -1.537  -0.139
41 N -4.228 -5.091 -0.832  -0.398
42 N 3.926 3.888 -0.582  -0.204
43 C 2.873 0.208 -4.688  -0.416
44 C 1.977 -1.469 1.478  0.584
45 C -2.098 6.139 2.573  -0.441
46 C 2.072 -0.031 -3.381  0.116
47 C 0.731 1.599 4.818  -0.005
48 C -2.062 -1.475 -1.789  0.349
49 C -2.107 -1.705 -0.280  0.665
50 C 0.566 1.967 -0.674  -0.147
51 C 3.045 -4.541 -4.560  -0.416
52 C -4.727 -1.621 3.626  -0.329
53 C 2.134 0.970 4.907  -0.369
54 C -0.822 5.365 2.219  -0.296
55 C -0.840 2.699 -0.609  0.603
56 C 3.601 -3.489 -3.601  0.011
57 C -3.345 -1.159 3.008  0.165
58 C 2.696 -1.369 0.142  0.376
59 B -1.129 0.429 -0.728  1.008
60 H 4.282 2.947 -0.502  0.266
61 H 3.878 -2.534 -4.047  -0.114
62 H 2.235 0.754 -5.383  0.401
63 H 2.954 3.760 -0.337  0.389
64 H 4.361 4.402 0.171  0.427
65 H 1.403 -0.868 -3.577  0.088
66 H 0.907 -1.265 1.422  -0.117
67 H -2.852 -1.906 2.387  -0.041
68 H -5.618 -1.042 3.384  0.301
69 H 3.195 -0.784 -5.006  0.368
70 H 2.255 -0.749 2.247  -0.107
71 H -3.384 -0.284 2.359  0.122
72 H -0.663 5.439 1.143  0.174
73 H 0.454 2.287 5.616  0.297
74 H -4.303 -1.964 -5.308  0.393
75 H -4.807 2.738 -0.941  0.417
76 H 4.091 4.343 -1.469  0.348
77 H 1.744 0.875 -2.871  -0.061
78 H -4.865 -2.692 3.482  0.304
79 H -3.952 -0.630 -4.366  0.323
80 H -4.900 -5.846 -0.813  0.400
81 H -0.067 0.859 4.752  0.010
82 H 3.570 -5.476 -4.370  0.313
83 H -3.207 -0.926 -5.899  0.387
84 H -4.122 2.874 -2.502  0.350
85 H 0.094 5.803 2.615  0.392
86 H -1.863 6.989 3.213  0.341
87 H 3.218 -0.412 0.103  0.092
88 H -2.425 6.558 1.621  0.268
89 H -3.554 -5.144 -0.082  0.341
90 H 2.535 0.972 5.920  0.336
91 H 3.256 -4.212 -5.578  0.361
92 H 1.840 -1.371 -0.532  -0.375
93 H -4.231 4.173 -1.431  0.411
94 H 2.109 -0.072 4.587  0.288
95 H -3.269 2.904 -1.063  -0.002
96 H -3.742 -5.209 -1.710  0.347
97 H 4.571 -3.811 -3.221  0.249
98 H -2.908 -1.804 -4.512  0.284
99 H -4.565 -4.179 -1.105  0.316

(3)
Entry from OMol25: a structure of composition C15H30CeClNO5P2 (ωB97M-V with the def2-TZVPD basis set).

## Properties
HOMO level   -6.60 eV
Relative energy (zero: lowest compared OMol25 entry of this formula, charge and spin)   31.0 kcal per mole
2S+1   1
Lowest unoccupied orbital energy   -0.0276 Ha
HOMO-LUMO gap   5.8 eV
E_tot   -71783.3171 eV

Last column: Mulliken charge in e.
Element x y z (Å)
1 Ce -0.206 0.068 0.082  0.246
2 Cl 1.485 -4.063 1.863  0.750
3 P 1.230 -1.978 -1.291  0.759
4 P -1.511 1.976 1.591  0.875
5 O 1.337 -2.984 2.944  -0.539
6 O -0.040 -5.083 1.536  -0.623
7 O 0.671 -1.672 0.277  0.138
8 O -1.346 -1.334 1.673  -0.770
9 O 2.461 -4.071 0.583  -0.616
10 N 0.363 1.390 -1.451  -0.391
11 C 1.489 4.175 -3.451  -0.527
12 C 1.434 3.286 -2.402  -0.244
13 C -0.626 2.230 -3.468  -0.065
14 C -0.901 -1.831 2.776  1.069
15 C -0.528 3.140 -4.497  -0.596
16 C 2.939 -2.121 -0.841  -1.303
17 C 0.517 4.082 -4.465  -0.421
18 C 1.163 -1.382 -3.117  -0.911
19 C -1.998 3.109 0.302  -1.174
20 C 0.287 -3.505 -1.411  -0.970
21 C -0.491 2.749 2.819  -1.182
22 C -1.379 -3.145 3.151  -1.520
23 C -2.922 1.103 2.225  -1.146
24 C -0.042 -0.990 3.620  -0.826
25 C 0.385 2.313 -2.450  -0.103
26 H 1.425 0.135 1.195  -0.155
27 H -0.758 -3.316 -1.761  0.336
28 H 0.351 3.240 2.312  0.325
29 H -1.273 3.080 -5.289  0.367
30 H 0.761 -0.519 3.024  0.181
31 H -1.384 1.435 -3.349  0.313
32 H -0.671 -3.800 3.632  0.481
33 H 1.710 -0.428 -3.238  0.263
34 H 3.449 -1.168 -0.993  0.358
35 H 0.943 -4.230 -1.931  0.371
36 H 0.477 -1.533 4.409  0.474
37 H 0.164 -3.872 -0.375  0.243
38 H 0.580 4.787 -5.271  0.363
39 H 2.902 -2.432 0.209  0.371
40 H 2.296 4.904 -3.425  0.369
41 H -2.583 2.624 -0.493  0.324
42 H -2.606 3.788 0.901  0.484
43 H -3.383 1.922 2.771  0.415
44 H 2.104 3.199 -1.530  0.398
45 H -3.546 0.740 1.401  0.317
46 H 1.673 -2.222 -3.640  0.464
47 H 0.112 -1.278 -3.457  0.317
48 H -2.642 0.255 2.855  0.305
49 H 3.289 -2.918 -1.497  0.440
50 H -0.683 -0.178 4.017  0.282
51 H -1.902 -3.633 2.319  0.250
52 H -0.134 1.995 3.533  0.314
53 H -2.068 -3.082 4.015  0.391
54 H -1.134 3.604 -0.158  0.300
55 H -1.239 3.440 3.214  0.427

(4)
Entry from OMol25: a structure of composition C3H9N2O2 (ωB97M-V with the def2-TZVPD basis set).

## Properties
HOMO level   -14.81 eV
Relative energy (zero: lowest compared OMol25 entry of this formula, charge and spin)   85.7 kcal per mole
Charge   +1
2S+1   1
Lowest unoccupied orbital energy   -0.1074 Ha
HOMO-LUMO gap   11.9 eV
E_tot   -10323.1349 eV

Last column: Mulliken charge in e.
Element x y z (Å)
1 O 0.067 -0.783 -2.101  -0.514
2 O -0.794 -1.470 1.371  -0.499
3 N -0.416 0.481 -0.168  -0.229
4 N 1.033 -1.217 -0.004  -0.483
5 C -0.378 1.838 0.266  -0.774
6 C 0.681 -0.162 -1.008  0.296
7 C 0.142 -0.620 0.907  0.095
8 H 0.625 1.888 0.764  0.353
9 H -1.267 -1.462 2.176  0.370
10 H -0.356 2.390 -0.728  0.369
11 H 1.495 0.613 -0.950  0.377
12 H -1.359 2.168 0.852  0.278
13 H 0.639 0.041 1.626  0.369
14 H -1.274 0.089 -0.486  0.356
15 H 0.733 -2.181 -0.098  0.280
16 H 0.429 -1.612 -2.420  0.355

(5)
Entry from OMol25: a cluster of 4 separate species, C4H14O3 in total (ωB97M-V with the def2-TZVPD basis set).

## Properties
HOMO level   -9.47 eV
Relative energy (zero: lowest compared OMol25 entry of this formula, charge and spin)   21.2 kcal per mole
2S+1   1
Lowest unoccupied orbital energy   0.0258 Ha
HOMO-LUMO gap   10.2 eV
SMILES   C/C=C/C.O.O.O
E_tot   -10517.0119 eV

Last column: Mulliken charge in e.
Element x y z (Å)
1 O 2.918 0.889 0.857  -0.648
2 O -1.300 -0.803 1.722  -0.806
3 O 1.303 -1.033 2.711  -0.690
4 C -0.462 0.838 -0.870  -0.145
5 C -0.821 -0.205 -1.614  -0.181
6 C -1.267 2.124 -0.979  -1.308
7 C -0.108 -1.525 -1.732  -1.018
8 H -1.179 -1.756 1.748  0.332
9 H 1.455 -0.551 3.530  0.319
10 H -1.109 2.630 -1.936  0.325
11 H -0.267 -2.121 -0.827  0.242
12 H 3.216 0.053 0.464  0.314
13 H 2.580 0.655 1.724  0.311
14 H -1.683 -0.038 -2.253  0.277
15 H 0.968 -1.385 -1.805  0.279
16 H 0.382 0.887 -0.196  0.587
17 H -0.536 -2.072 -2.566  0.317
18 H -1.105 2.806 -0.149  0.344
19 H 0.404 -0.790 2.399  0.456
20 H -1.060 -0.483 0.835  0.375
21 H -2.331 1.880 -1.063  0.318

Question: Which value of E_tot does entry 1 give?
Answer: -37439.8793 eV

Question: Which value of E_tot does entry 5 give?
Answer: -10517.0119 eV